1.
Entry from the Open Molecules 2025 dataset: a 11-piece molecular cluster, C23H48Br20FS overall (ωB97M-V/def2-TZVPD).

The geometry in XYZ format:
```
93
Properties=species:S:1:pos:R:3:lowdin_charge:R:1
C 3.9288 -0.2489 0.4995 -0.1256
C 4.7979 -0.3274 -0.7641 -0.2426
C 5.9543 0.6453 -0.8132 -0.5373
F 6.4791 0.7117 -2.0569 0.0036
S 5.5141 2.4082 -0.4353 1.1521
H 4.2675 -0.9283 1.2763 0.0688
H 2.9149 -0.5462 0.2420 0.0267
H 3.8476 0.7534 0.9282 0.0459
H 4.2101 -0.2582 -1.6801 0.1185
H 5.2532 -1.3205 -0.7790 0.0686
H 6.7655 0.4017 -0.1238 0.1437
H 5.4657 2.3854 0.9172 0.0048
H 4.1991 2.5395 -0.7353 0.0204
Br 3.8421 -3.7142 -0.9804 0.6995
C 2.5486 -4.7754 0.0261 -0.6325
C 1.3505 -3.9413 0.3793 -0.7247
Br 1.7350 -2.7128 1.8356 0.6232
H 3.0672 -5.1701 0.8932 0.0566
H 2.2694 -5.5942 -0.6340 0.0643
H 0.5351 -4.5589 0.7450 -0.0384
H 1.0036 -3.3365 -0.4535 -0.0158
Br 2.7676 -1.9396 -4.7675 0.5650
C 1.4299 -3.0434 -3.8959 -0.6952
C 0.1899 -2.2564 -3.5774 -0.6684
Br 0.4822 -1.0795 -2.0514 0.6261
H 1.9033 -3.4651 -3.0147 -0.0158
H 1.2065 -3.8411 -4.5992 0.0168
H -0.6238 -2.9175 -3.2865 0.0669
H -0.1332 -1.6288 -4.3999 -0.0074
Br -0.2109 0.6838 2.2402 0.5581
C -1.3328 -0.0431 3.6544 -0.6782
C -0.6766 0.0981 5.0015 -0.6827
Br 0.7446 -1.2123 5.2419 0.6052
H -1.5381 -1.0762 3.3903 0.0376
H -2.2574 0.5311 3.6124 -0.0105
H -1.3898 -0.0958 5.7998 0.0632
H -0.2317 1.0779 5.1427 0.0158
Br 1.5065 -6.8432 -4.5645 0.6168
C 1.2440 -6.5888 -6.4795 -0.6799
C 2.5457 -6.6450 -7.2317 -0.6888
Br 3.5890 -5.0124 -7.0319 0.6054
H 0.7271 -5.6426 -6.6075 0.0485
H 0.5916 -7.4025 -6.7876 0.0596
H 2.3601 -6.7369 -8.2994 0.0599
H 3.1780 -7.4634 -6.9036 0.0507
Br -3.6276 2.2428 1.2992 0.6259
C -4.6472 3.2583 2.6093 -0.6969
C -4.2664 2.8638 4.0134 -0.7265
Br -5.0342 1.1294 4.4702 0.6296
H -5.6955 3.0787 2.3903 0.0012
H -4.4093 4.2986 2.4182 -0.0035
H -4.6745 3.5608 4.7379 0.0246
H -3.1934 2.7841 4.1570 0.0083
Br -7.9680 2.2227 -2.9587 0.6109
C -6.4404 1.8634 -1.8083 -0.7097
C -6.7950 0.9361 -0.6778 -0.6959
Br -7.8173 1.8424 0.7078 0.6299
H -6.0784 2.8244 -1.4580 0.0436
H -5.6919 1.4060 -2.4517 0.0564
H -5.8925 0.5814 -0.1841 0.0272
H -7.3911 0.0890 -1.0010 0.0510
Br -0.6215 4.2380 5.2976 0.6159
C -0.7066 5.8215 4.1585 -0.6826
C -1.7517 6.7942 4.6354 -0.6651
Br -3.5635 6.2090 4.2279 0.7172
H -0.8831 5.4670 3.1475 0.0608
H 0.2757 6.2791 4.2166 0.0065
H -1.6354 7.7498 4.1290 0.0627
H -1.7163 6.9479 5.7089 0.0538
Br -1.9202 -3.9891 1.1137 0.6876
C -2.8789 -4.7204 2.6412 -0.6626
C -2.0756 -4.5581 3.9043 -0.6864
Br -0.5980 -5.8209 3.9760 0.6195
H -3.0920 -5.7583 2.4088 0.0528
H -3.8112 -4.1631 2.7005 0.0613
H -2.6891 -4.7705 4.7770 0.0634
H -1.6389 -3.5681 3.9990 0.0255
Br -2.7263 -1.2764 -5.9520 0.6239
C -1.8543 0.3558 -6.5606 -0.6844
C -1.1021 0.1411 -7.8463 -0.6865
Br 0.5761 -0.8090 -7.5677 0.6051
H -1.2129 0.6921 -5.7518 0.0494
H -2.6592 1.0725 -6.7070 0.0590
H -0.8218 1.0965 -8.2840 0.0589
H -1.6722 -0.4330 -8.5691 0.0512
Br 2.8003 4.8768 4.1131 0.6371
C 4.5041 5.7781 3.8423 -0.6978
C 4.3848 7.2627 4.0609 -0.6933
Br 3.4841 8.1273 2.5699 0.6121
H 4.8321 5.5382 2.8353 0.0358
H 5.1879 5.3391 4.5665 0.0596
H 5.3683 7.7234 4.1190 0.0612
H 3.8189 7.5050 4.9542 0.0536
```

**LUMO level**: -3.548 eV
**HOMO energy**: -11.27 eV
**Net charge**: +1
**Energy**: -52883.23388 Eh
**Orbital gap**: 7.72 eV

2.
Entry from the Open Molecules 2025 dataset: C23H48BrGaNO16 as an isolated structure (ωB97M-V/def2-TZVPD).

The geometry in XYZ format:
```
90
Properties=species:S:1:pos:R:3:lowdin_charge:R:1
C 9.3530 2.0906 2.3171 -0.1171
C 8.0815 1.2411 2.0425 -0.2617
C 7.0520 1.2630 3.1670 -0.3686
N 6.0940 0.1421 3.0417 -0.1403
Ga 4.2571 0.7128 2.7421 0.3347
C 4.1463 2.4367 1.5777 -0.2391
C 2.8772 3.1725 1.8256 -0.4529
O 2.5334 3.6340 2.8929 -0.0415
C 3.1203 -0.8023 1.9363 -0.7105
Br 1.5781 0.0317 0.9752 0.6321
C 3.8233 -1.7157 0.9320 -0.4084
C 4.7551 -2.7288 1.5984 -0.1124
H 9.2727 2.7121 3.2079 0.0615
H 10.2257 1.4367 2.3864 0.0553
H 9.5476 2.7236 1.4464 0.0550
H 8.3980 0.2223 1.8083 0.0960
H 7.5845 1.6442 1.1537 0.0992
H 7.5388 1.1666 4.1502 0.0956
H 6.5137 2.2192 3.1886 0.0786
H 6.3612 -0.3549 2.1962 -0.0161
H 3.6448 1.0986 4.1838 -0.0427
H 4.1733 2.1123 0.5315 0.0343
H 4.9607 3.1309 1.8024 0.0474
H 2.1966 3.3216 0.9543 0.0908
H 2.6508 -1.3731 2.7372 0.0143
H 3.0479 -2.2973 0.4113 0.0732
H 4.3070 -1.1330 0.1420 0.0953
H 4.2736 -3.2115 2.4512 0.0647
H 5.7025 -2.3117 1.9435 0.0496
H 5.0066 -3.4926 0.8558 0.0664
C 3.1169 -8.8204 2.5398 -0.0504
O 3.0107 -7.3994 2.5474 0.0044
C 2.5381 -6.8924 3.6894 -0.6250
O 2.2146 -7.5310 4.6578 0.1162
O 2.4895 -5.5723 3.5661 0.0077
C 2.0010 -4.8823 4.7196 -0.0277
H 3.5090 -9.0969 1.5648 0.0908
H 3.8044 -9.1600 3.3131 0.0955
H 2.1398 -9.2810 2.6779 0.0950
H 2.6473 -5.0628 5.5767 0.0987
H 0.9796 -5.1851 4.9432 0.0967
H 2.0161 -3.8239 4.4759 0.0921
C -3.4153 -2.9431 -3.4436 -0.0397
O -3.2938 -2.3309 -2.1606 -0.0117
C -2.4160 -1.3241 -2.1165 -0.6079
O -1.7663 -0.9292 -3.0474 0.1246
O -2.3863 -0.8323 -0.8801 -0.0267
C -1.4704 0.2678 -0.7215 -0.0468
H -4.1515 -3.7360 -3.3402 0.0923
H -3.7633 -2.2228 -4.1823 0.0957
H -2.4652 -3.3729 -3.7559 0.0980
H -1.7561 1.0998 -1.3641 0.0924
H -0.4524 -0.0495 -0.9324 0.0347
H -1.5306 0.5851 0.3155 0.0865
C -3.8047 -2.6691 1.0064 -0.0172
O -3.1149 -3.6573 1.7880 0.0229
C -3.8444 -4.7112 2.1216 -0.6257
O -4.9983 -4.9050 1.8339 0.1149
O -3.0768 -5.5379 2.8410 0.0007
C -3.7380 -6.7245 3.2709 -0.0515
H -3.1074 -1.8757 0.8074 0.0738
H -4.1394 -3.0924 0.0655 0.0881
H -4.6505 -2.2689 1.5661 0.1030
H -4.0720 -7.3115 2.4166 0.0946
H -4.5836 -6.4839 3.9138 0.0950
H -3.0092 -7.2984 3.8372 0.0910
C -5.5391 3.4698 -3.9652 -0.0394
O -4.6458 3.0336 -4.9917 -0.0004
C -3.4092 2.7709 -4.5620 -0.6242
O -3.0225 2.8756 -3.4287 0.1250
O -2.6836 2.3754 -5.6061 0.0037
C -1.3243 2.0590 -5.2863 -0.0300
H -6.4990 3.6513 -4.4406 0.0914
H -5.6569 2.6998 -3.2044 0.0965
H -5.1866 4.3957 -3.5142 0.0949
H -1.2795 1.2395 -4.5703 0.0842
H -0.8080 2.9334 -4.8936 0.0984
H -0.8475 1.7493 -6.2122 0.0918
C -4.1858 8.5597 -4.5373 -0.0352
O -5.3702 9.3612 -4.5782 0.0050
C -6.4695 8.7292 -4.1724 -0.6262
O -6.5294 7.5897 -3.7947 0.1213
O -7.4940 9.5795 -4.2571 0.0035
C -8.7454 9.0272 -3.8475 -0.0434
H -3.3736 9.1890 -4.8893 0.0928
H -3.9751 8.2366 -3.5196 0.0995
H -4.2830 7.6968 -5.1937 0.0969
H -8.7078 8.7213 -2.8034 0.0975
H -9.0175 8.1818 -4.4771 0.0967
H -9.4850 9.8144 -3.9644 0.0916
```

**LUMO level**: 1.793 eV
**HOMO energy**: -4.54 eV
**Net charge**: -1
**Energy**: -6662.61967 Eh
**Orbital gap**: 6.33 eV

3.
Entry from the Open Molecules 2025 dataset: a 5-piece molecular cluster, C23H48F3N7O8P overall (ωB97M-V/def2-TZVPD).

The geometry in XYZ format:
```
90
Properties=species:S:1:pos:R:3:lowdin_charge:R:1
C -0.8206 1.2963 1.9094 -0.0267
C -2.0474 1.5286 1.0264 -0.3197
F -2.6711 2.7453 1.4207 -0.0446
C -1.7586 1.6371 -0.4899 -0.0690
C -2.6180 0.6257 -1.2760 -0.1889
C -2.7611 0.8780 -2.8274 -0.1979
C -2.4626 2.2974 -3.3731 -0.1430
P -1.1821 2.4379 -4.6599 0.4208
O -1.0587 3.8615 -5.0298 -0.2745
O -1.6169 1.4870 -5.8784 -0.1201
O 0.1715 1.7807 -4.1058 -0.1727
N -1.8340 -0.1550 -3.4486 0.1125
C -1.2433 -0.7513 -2.3395 -0.2948
N -0.0242 -1.1739 -2.3669 0.2132
C 0.6597 -1.8668 -1.2752 -0.0087
C 1.0319 -0.9468 -0.1337 -0.4916
O 1.4841 0.1061 -0.2330 0.1906
F 0.8249 -1.5188 1.0445 0.1472
N -2.0222 -0.7307 -1.1824 0.0724
C -2.8773 -1.9125 -0.9464 -0.3048
C -2.5276 -3.1170 -1.8046 0.0017
F -4.2158 -1.5616 -1.1060 0.0209
H -0.8896 1.9102 2.8180 0.0787
H -0.7768 0.2537 2.2536 0.0617
H 0.1108 1.5665 1.3998 0.0686
H -2.7746 0.7236 1.2114 0.1363
H -2.0133 2.6591 -0.7796 0.1177
H -0.6923 1.4885 -0.7084 0.1076
H -3.6141 0.6931 -0.8226 0.1593
H -3.7724 0.6142 -3.1497 0.1482
H -2.1306 3.0028 -2.6119 0.0833
H -3.3705 2.6862 -3.8534 0.1113
H -0.9167 0.8504 -6.0857 0.0823
H 0.5105 2.3446 -3.3477 0.0170
H -2.4462 -0.8036 -3.9372 0.1532
H 0.4816 -1.0153 -3.2339 0.1849
H 0.0846 -2.7318 -0.9203 0.0819
H 1.6022 -2.2559 -1.6893 0.1613
H -2.7409 -2.1987 0.1084 0.1571
H -1.5911 -3.5542 -1.4333 0.0536
H -3.3250 -3.8595 -1.6620 0.1086
H -2.4738 -2.9231 -2.8835 0.0879
C 2.3797 3.6302 -2.0662 -0.2790
O 1.2293 3.2174 -2.2456 -0.0393
N 2.7738 4.8540 -2.3953 -0.1661
C 4.1330 5.3247 -2.1712 -0.0259
C 1.7986 5.7536 -3.0059 -0.0116
H 3.1640 3.0071 -1.6158 0.1328
H 4.1209 6.1932 -1.5114 0.0978
H 4.5873 5.6090 -3.1205 0.0972
H 4.7362 4.5429 -1.7131 0.0690
H 0.9577 5.9058 -2.3304 0.0982
H 1.4142 5.3241 -3.9307 0.0942
H 2.2769 6.7064 -3.2142 0.0914
C 5.2878 1.9668 0.1063 -0.3623
O 6.0579 2.7821 -0.3645 0.0125
N 5.5220 0.6444 0.1905 -0.1910
C 4.5343 -0.2612 0.7336 -0.0623
C 6.7949 0.1263 -0.2875 -0.0321
H 4.2988 2.2528 0.5075 0.1327
H 4.9300 -0.7872 1.6049 0.0958
H 4.2455 -0.9980 -0.0211 0.0848
H 3.6516 0.2983 1.0323 0.0682
H 7.6177 0.5808 0.2638 0.0963
H 6.9255 0.3624 -1.3437 0.0935
H 6.8184 -0.9519 -0.1497 0.0866
C -0.6917 -4.7423 1.1798 -0.3109
O -0.2979 -4.4265 0.0577 -0.0443
N -0.6824 -5.9870 1.6565 -0.1824
C -1.1585 -6.3049 2.9923 -0.0381
C -0.1768 -7.0601 0.8106 -0.0246
H -1.0883 -4.0017 1.8914 0.1423
H -0.3553 -6.7493 3.5807 0.0961
H -1.9887 -7.0097 2.9369 0.0959
H -1.4985 -5.3988 3.4891 0.0857
H 0.8600 -6.8659 0.5372 0.0957
H -0.7644 -7.1260 -0.1047 0.0952
H -0.2396 -8.0009 1.3499 0.0916
C -2.6939 -0.9975 5.0727 -0.3481
O -2.2966 -0.8736 3.9247 -0.0153
N -2.6651 -0.0241 5.9960 -0.1919
C -3.1546 -0.2244 7.3472 -0.0499
C -2.1261 1.2736 5.6221 -0.0351
H -3.1221 -1.9410 5.4484 0.1322
H -3.9701 0.4682 7.5611 0.0933
H -2.3532 -0.0590 8.0689 0.0925
H -3.5220 -1.2423 7.4592 0.0837
H -2.6981 1.6965 4.7953 0.0925
H -1.0886 1.1714 5.3016 0.0898
H -2.1762 1.9433 6.4765 0.0899
```

**LUMO level**: -3.364 eV
**HOMO energy**: -11.36 eV
**Net charge**: +1
**Energy**: -2531.26112 Eh
**Orbital gap**: 7.99 eV